Model a:
C2H2N2O3S | wB97M-V/def2-TZVPD

Positions of all 10 atoms, in Å:
C (0.653, 0.134, 1.955)
C (0.082, -0.402, 0.758)
N (1.335, 0.483, 2.834)
N (-1.335, -0.770, 0.688)
O (-1.675, -1.442, -0.221)
O (-1.993, -0.263, 1.579)
O (-0.116, 1.383, -0.181)
S (1.109, -1.476, -0.147)
H (0.586, 1.348, -0.867)
H (0.252, -1.686, -1.136)

---

Model b:
C2H2N2O3S | wB97M-V/def2-TZVPD

Positions of all 10 atoms, in Å:
C (-2.264, -0.262, 0.824)
C (0.747, -0.177, -0.264)
N (-3.213, -0.756, 0.458)
N (0.739, 1.183, 0.037)
O (0.470, 2.027, -0.770)
O (1.066, 1.330, 1.213)
O (1.115, -0.920, 0.728)
S (0.377, -0.475, -1.914)
H (1.175, -0.278, 1.511)
H (-0.213, -1.672, -1.824)

---

Of them, model b has the lowest stability.

---

Model a:
C4H8N4 | wB97M-V/def2-TZVPD

Positions of all 16 atoms, in Å:
C (0.947, 0.463, 0.054)
C (-0.734, -1.400, -0.216)
C (-2.135, -1.813, 0.132)
C (-1.357, 2.156, -0.130)
H (3.488, -1.018, 0.004)
H (3.672, 0.954, 0.290)
H (0.840, 1.538, 0.460)
H (0.039, -2.221, -0.413)
H (-2.258, -2.779, 0.160)
H (-3.066, -1.328, -0.025)
H (-2.301, 2.641, -0.052)
H (-0.251, 2.772, 0.105)
N (3.115, -0.201, -0.168)
N (1.840, -0.542, 0.031)
N (-0.370, 0.009, -0.147)
N (-1.469, 0.771, -0.086)

---

Model b:
C4H8N4 | wB97M-V/def2-TZVPD

Positions of all 16 atoms, in Å:
C (-2.526, 0.470, -0.467)
C (-0.821, -0.442, 0.913)
C (0.937, -1.405, -0.040)
C (2.092, 0.867, 0.138)
H (-1.870, 1.003, -1.410)
H (-2.869, -0.820, -0.631)
H (-3.549, 0.993, -0.342)
H (-0.265, -0.755, 1.928)
H (1.408, -2.148, -0.561)
H (2.909, -0.889, -0.427)
H (3.308, 1.057, -0.092)
H (0.067, 1.754, -0.074)
N (-1.801, 0.247, 0.778)
N (-0.284, -1.242, -0.050)
N (2.085, -0.540, 0.134)
N (1.180, 1.850, 0.204)

---

Of them, model a has the lowest stability.

---

Model a:
C4H8N4 | wB97M-V/def2-TZVPD

Positions of all 16 atoms, in Å:
C (-1.390, 0.861, -1.149)
C (1.046, 0.683, -0.020)
C (-0.775, 0.536, 0.178)
N (-0.065, -2.346, 1.228)
C (2.041, 1.247, -0.675)
N (0.595, -0.600, 0.087)
N (0.877, -1.387, 1.044)
N (-1.409, 0.616, 1.263)
H (-0.591, -2.639, 0.408)
H (0.278, -3.097, 1.805)
H (-0.916, 0.289, 2.088)
H (-0.827, 0.430, -1.972)
H (-2.414, 0.485, -1.185)
H (-1.426, 1.943, -1.285)
H (2.122, 2.324, -0.732)
H (2.854, 0.654, -1.083)

---

Model b:
C4H8N4 | wB97M-V/def2-TZVPD

As for the structure (SMILES): C=NN/C=C/N=N\C.

Positions of all 16 atoms, in Å:
C (3.510, 0.460, -0.014)
C (0.701, -0.148, 0.078)
C (-0.565, -0.661, 0.175)
C (-4.048, -0.011, -0.111)
H (2.868, 1.215, -0.707)
H (4.601, 0.253, -0.243)
H (3.598, 1.002, 1.055)
H (0.814, 0.907, -0.077)
H (-0.527, -1.749, 0.175)
H (-1.894, 1.008, -0.171)
H (-3.861, 1.052, 0.075)
H (-5.063, -0.495, -0.261)
N (2.934, -0.890, -0.034)
N (1.764, -1.181, -0.091)
N (-1.822, -0.047, 0.116)
N (-3.011, -0.717, 0.035)

---

Of them, model a has the lowest stability.

---

Model a:
C4H8N4 | wB97M-V/def2-TZVPD

As for the structure (SMILES): C1NN=C2NNC[C@H]12.

Positions of all 16 atoms, in Å:
C (-1.372, 0.804, 0.189)
C (0.166, -0.985, 0.327)
C (1.346, 0.812, -0.286)
C (0.109, 0.524, 0.536)
H (-1.841, 1.179, 1.146)
H (-1.536, 1.657, -0.490)
H (-2.044, -0.343, -1.357)
H (-1.493, -2.373, 0.328)
H (2.998, -0.468, -0.611)
H (1.083, 0.715, -1.364)
H (1.962, 1.691, -0.003)
H (0.292, 0.624, 1.731)
N (-2.083, -0.408, -0.298)
N (-1.097, -1.518, 0.033)
N (1.338, -1.515, 0.116)
N (2.171, -0.398, 0.003)

---

Model b:
C4H8N4 | wB97M-V/def2-TZVPD

Positions of all 16 atoms, in Å:
C (0.762, 1.419, -1.490)
C (0.025, -0.286, 0.930)
C (-0.505, -0.425, -0.454)
N (-0.725, 0.460, 1.790)
N (0.500, -0.812, -1.374)
C (-1.825, -0.460, -0.714)
N (1.730, 1.787, -0.926)
N (1.118, -0.879, 1.206)
H (-1.473, 1.033, 1.436)
H (-0.342, 0.706, 2.688)
H (0.165, -1.236, -2.223)
H (1.299, -1.247, -0.933)
H (2.583, 1.601, -0.429)
H (1.437, -0.741, 2.162)
H (-2.185, -0.662, -1.709)
H (-2.564, -0.256, 0.040)

---

Of them, model a has the lowest stability.

---

Model a:
C4H8N4 | wB97M-V/def2-TZVPD

As for the structure (SMILES): Cc1cnn(N)c1N.

Positions of all 16 atoms, in Å:
C (1.195, -1.971, 1.127)
C (0.724, -0.699, 0.407)
C (1.569, 0.322, 0.437)
C (-0.565, -0.314, -0.231)
H (0.443, -2.714, 0.979)
H (1.222, -1.973, 2.310)
H (2.247, -2.380, 0.851)
H (2.510, 0.496, 0.860)
H (-1.978, 1.015, -1.435)
H (-1.516, 2.615, -0.818)
H (-1.447, -1.706, -0.924)
H (-2.006, -1.526, 0.548)
N (0.852, 1.407, 0.035)
N (-0.441, 0.990, -0.191)
N (-1.144, 1.676, -1.257)
N (-1.697, -0.908, -0.416)

---

Model b:
C4H8N4 | wB97M-V/def2-TZVPD

As for the structure (SMILES): [H]/N=C(\N)N1C=NCC1.

Positions of all 16 atoms, in Å:
C (1.455, -0.180, -0.047)
C (-0.952, -1.155, -0.008)
C (-2.335, -0.561, 0.092)
C (-0.755, 1.204, -0.013)
H (2.347, 1.409, -0.957)
H (1.698, 1.993, 0.637)
H (2.995, -1.156, 0.554)
H (-0.391, -1.660, 0.990)
H (-0.754, -1.843, -0.899)
H (-2.918, -0.552, -0.811)
H (-2.806, -0.918, 1.025)
H (-0.399, 2.211, -0.048)
N (2.245, 0.981, 0.170)
N (1.955, -1.319, -0.007)
N (0.074, 0.059, -0.332)
N (-2.024, 0.945, 0.077)

---

Model c:
C4H8N4 | wB97M-V/def2-TZVPD

Positions of all 16 atoms, in Å:
C (-1.654, -0.490, 1.148)
C (0.317, 0.923, 1.309)
C (1.089, -0.698, 0.098)
C (0.235, 0.009, -2.805)
H (-1.160, -0.932, 0.066)
H (-2.736, -0.234, 1.270)
H (-1.425, -1.266, 2.137)
H (-1.306, 1.220, 2.712)
H (0.528, 1.899, 1.697)
H (1.427, -1.732, 0.669)
H (0.734, -1.041, -3.210)
H (-0.033, 0.840, -3.761)
N (-0.871, 0.723, 1.547)
N (1.275, 0.336, 0.675)
N (0.307, -0.917, -0.819)
N (-0.132, 0.255, -1.413)

---

Of them, model c has the lowest stability.

---

Model a:
C2H3N3 | wB97M-V/def2-TZVPD

As for the structure (SMILES): c1nnc[nH]1.

Positions of all 8 atoms, in Å:
N (0.137, 0.665, -0.335)
C (0.991, -0.181, 0.308)
N (0.390, -1.302, 0.596)
N (-0.899, -1.207, 0.132)
C (-1.030, -0.033, -0.419)
H (0.319, 1.604, -0.653)
H (2.024, 0.055, 0.522)
H (-1.919, 0.349, -0.895)

---

Model b:
C2H3N3 | wB97M-V/def2-TZVPD

As for the structure (SMILES): c1nc[nH]n1.

Positions of all 8 atoms, in Å:
N (-0.409, -0.423, -0.871)
C (0.570, -0.859, -0.012)
N (0.635, -0.047, 1.013)
C (-0.256, 0.909, 0.724)
N (-0.942, 0.720, -0.386)
H (-0.844, -0.797, -1.712)
H (1.549, -1.283, -0.109)
H (-0.302, 1.780, 1.353)

---

Of them, model b has the lowest stability.

---

Model a:
C2H3N3 | wB97M-V/def2-TZVPD

As for the structure (SMILES): [H]/N=C/C1N=N1.

Positions of all 8 atoms, in Å:
C (-0.117, 0.316, -0.613)
C (0.149, -0.746, 0.340)
N (0.732, -0.454, 1.587)
N (-0.471, -0.784, 1.656)
N (-0.339, 1.459, -0.185)
H (0.236, 0.015, -1.555)
H (0.395, -1.743, -0.189)
H (-0.585, 1.938, -1.042)

---

Model b:
C2H3N3 | wB97M-V/def2-TZVPD

As for the structure (SMILES): c1nc[nH]n1.

Positions of all 8 atoms, in Å:
C (1.215, -0.209, -0.017)
C (-0.827, -0.575, 0.029)
H (2.286, -0.311, 0.061)
H (-1.790, -1.012, -0.082)
H (-1.266, 1.547, 0.087)
N (0.281, -1.230, -0.024)
N (-0.642, 0.767, -0.039)
N (0.744, 1.024, -0.016)

---

Model c:
C2H3N3 | wB97M-V/def2-TZVPD

Positions of all 8 atoms, in Å:
C (0.432, -0.472, 0.104)
C (-0.060, 0.862, 0.239)
N (-0.402, 1.714, -0.980)
N (-1.313, 1.150, -0.482)
N (0.767, -1.140, -0.822)
H (-0.327, -1.439, 1.753)
H (0.123, 1.548, 1.018)
H (0.779, -2.224, -0.829)

---

Model d:
C2H3N3 | wB97M-V/def2-TZVPD

Positions of all 8 atoms, in Å:
N (-0.377, -1.017, -0.037)
N (0.829, -0.744, 0.409)
C (0.920, 0.572, 0.366)
C (-0.323, 1.192, -0.008)
N (-1.144, 0.089, -0.230)
H (-0.765, -1.948, -0.001)
H (1.844, 1.058, 0.647)
H (-0.984, 0.799, -1.146)

---

Of them, model c has the lowest stability.

---

Model a:
C2H3N3 | wB97M-V/def2-TZVPD

As for the structure (SMILES): c1nc[nH]n1.

Positions of all 8 atoms, in Å:
C (1.183, -0.296, 0.025)
C (-0.914, -0.394, -0.114)
H (2.240, -0.744, -0.049)
H (-1.959, -0.559, 0.102)
H (-1.091, 1.497, 0.287)
N (0.120, -1.153, -0.062)
N (-0.503, 0.763, -0.086)
N (0.925, 0.886, -0.104)

---

Model b:
C2H3N3 | wB97M-V/def2-TZVPD

As for the structure (SMILES): [H]/N=N/C=C=N.

Positions of all 8 atoms, in Å:
N (-0.478, -1.058, -0.530)
N (0.718, -0.730, -0.649)
C (1.085, 0.490, -0.014)
C (0.069, 0.942, 0.717)
N (-1.033, 0.586, 1.102)
H (-0.618, -1.980, -0.936)
H (2.062, 0.905, -0.185)
H (-1.806, 0.846, 0.495)

---

Of them, model b has the lowest stability.